[1]
{
  "formula": "C10H22N3O3S",
  "method": "the ωB97M-V functional and the def2-TZVPD basis",
  "symbols": ["N", "C", "S", "C", "N", "C", "O", "C", "O", "C", "C", "O", "H", "H", "H", "H", "H", "H", "H", "H", "H", "H", "H", "H", "H", "H", "H", "H", "H", "N", "C", "C", "C", "C", "H", "H", "H", "H", "H"],
  "positions_angstrom": [[1.974621, -2.333861, -0.149413], [3.287561, -2.044818, 0.332362], [3.743987, -0.305477, 0.612276], [4.445882, 0.479305, -0.945322], [3.669673, 1.320206, -1.754291], [2.287118, 0.579026, 1.207915], [1.555889, 1.249656, 0.212553], [0.132920, 1.177090, 0.377241], [-0.420313, -0.012941, -0.045635], [-0.608065, -0.103070, -1.459525], [-1.369540, -1.403891, -1.762088], [-1.970339, -1.988430, -0.634063], [1.991052, -2.689046, -1.094230], [1.330343, -1.562453, -0.086980], [3.470232, -2.486065, 1.303117], [4.060298, -2.402023, -0.336808], [5.319021, 0.999225, -0.584867], [4.782233, -0.397192, -1.485820], [3.571479, 2.249935, -1.372518], [2.743528, 0.968166, -1.942213], [1.705950, -0.170020, 1.736751], [2.685674, 1.279702, 1.931047], [-0.271407, 2.013324, -0.177784], [-0.108800, 1.287002, 1.428917], [0.351639, -0.101666, -1.968988], [-1.170929, 0.758159, -1.798687], [-2.171351, -1.185183, -2.452230], [-0.711885, -2.112255, -2.253427], [-1.312043, -2.484632, -0.135155], [-3.326193, 0.387133, 1.123149], [-3.446635, 1.743685, 1.278018], [-4.765255, 2.025178, 1.510867], [-5.467421, 0.789588, 1.497412], [-4.552948, -0.199697, 1.255659], [-2.469879, -0.103950, 0.934563], [-2.590829, 2.394864, 1.212915], [-5.181442, 3.004492, 1.673672], [-6.523554, 0.646055, 1.646898], [-4.670273, -1.265124, 1.164714]],
  "forces_ev_per_angstrom": [[0.15, -0.04, -0.39], [-0.50, -0.02, -0.20], [0.81, 0.02, 0.77], [-0.15, 0.24, -0.84], [-0.18, 0.08, 0.33], [-0.53, 0.45, -0.41], [0.14, -0.48, -0.03], [-0.08, 0.09, 0.25], [0.53, -0.19, 0.05], [-0.24, -0.13, 0.22], [0.01, -0.15, 0.04], [-0.08, -0.04, 0.23], [-0.08, 0.07, -0.08], [-0.34, 0.08, 0.13], [0.04, -0.02, 0.36], [0.24, -0.17, -0.13], [0.21, 0.14, 0.25], [0.01, -0.36, -0.03], [0.03, 0.08, -0.02], [0.01, -0.08, -0.25], [-0.17, -0.22, 0.15], [0.10, 0.23, 0.16], [0.06, 0.29, -0.21], [-0.05, -0.02, 0.26], [0.28, 0.03, -0.11], [-0.17, 0.29, 0.01], [-0.19, 0.06, -0.21], [0.21, -0.22, -0.14], [-0.08, 0.04, -0.04], [0.12, 0.02, 0.02], [0.04, -0.08, -0.02], [-0.05, 0.00, 0.01], [-0.03, 0.04, 0.01], [0.03, 0.04, 0.00], [-0.07, -0.10, -0.12], [0.00, 0.03, 0.01], [-0.01, 0.02, 0.00], [-0.02, 0.00, 0.00], [0.00, -0.02, -0.02]],
  "lowdin_charge": [0.024, -0.413, 1.198, -0.372, 0.026, -0.354, -0.141, -0.224, -0.135, -0.148, -0.209, -0.041, 0.092, 0.039, 0.091, 0.100, 0.098, 0.094, 0.098, 0.076, 0.117, 0.110, 0.147, 0.147, 0.112, 0.131, 0.127, 0.113, 0.095, 0.005, -0.153, -0.106, -0.102, -0.131, 0.101, 0.092, 0.093, 0.094, 0.109],
  "total_energy_ev": -32165.875,
  "spin_multiplicity": 1,
  "homo_lumo_gap_ha": 0.2575,
  "charge": 1,
  "homo_energy_ha": -0.3700,
  "max_force_ev_per_a": 1.1
}

***

[2]
{
  "formula": "C10H22N5O5P2S",
  "method": "the ωB97M-V functional and the def2-TZVPD basis",
  "symbols": ["C", "C", "P", "C", "C", "N", "C", "C", "C", "N", "O", "C", "N", "P", "O", "O", "S", "C", "C", "O", "N", "O", "N", "H", "H", "H", "H", "H", "H", "H", "H", "H", "H", "H", "H", "H", "H", "H", "H", "H", "H", "H", "H", "H", "H"],
  "positions_angstrom": [[2.033277, 2.434143, 1.550807], [2.316709, 1.458633, 0.271668], [1.565492, -0.226299, 0.676584], [2.812458, -1.637442, 0.568173], [3.897984, -1.509028, -0.608915], [0.077496, -0.558562, -0.247090], [0.203219, -0.957189, -1.690004], [0.247602, 0.265369, -2.712300], [-1.132160, 0.554820, -3.454784], [-1.422729, 1.975681, -3.766907], [-1.925325, -0.324408, -3.808748], [-1.075780, -0.476533, 0.392835], [-1.402180, -0.113799, 1.777501], [-0.946177, -1.250328, 3.070156], [-1.282324, -2.876394, 2.727304], [0.666269, -1.079899, 3.594769], [-2.049107, -0.778973, 4.623404], [-2.918518, -0.276980, 1.800918], [-3.289706, 0.096360, 0.264918], [-3.012973, 1.524548, 0.265002], [-3.288803, 2.078876, -0.951315], [-2.823337, 3.180098, -0.922535], [-2.292645, -0.777240, -0.404537], [1.348067, 3.284146, 1.217718], [2.998207, 2.843150, 1.975834], [1.445439, 1.819897, 2.316331], [3.443730, 1.423781, 0.143104], [1.864302, 1.988245, -0.621869], [3.386407, -1.661046, 1.557652], [2.223187, -2.609108, 0.487654], [3.599598, -2.231174, -1.444371], [4.883073, -1.916989, -0.187020], [4.024539, -0.441229, -0.960619], [-0.568024, -1.710459, -2.038122], [1.218805, -1.484568, -1.773869], [1.012843, -0.020117, -3.521118], [0.611653, 1.245152, -2.276231], [-0.544509, 2.511275, -3.641440], [-2.060405, 2.375794, -3.062106], [-1.244075, -3.023713, 1.757403], [0.996083, -0.177964, 3.370312], [-3.521629, 0.459285, 2.407524], [-3.258354, -1.370716, 1.835693], [-4.314037, -0.250306, -0.081189], [-2.503627, -1.778784, -0.478168]],
  "forces_ev_per_angstrom": [[-0.76, -0.50, -0.46], [0.12, 1.36, 0.05], [0.75, 0.49, 2.64], [0.62, -0.08, -1.15], [-0.03, -1.27, 0.49], [0.00, 0.00, -0.02], [0.65, -0.43, -1.62], [0.09, -0.02, -0.71], [-1.78, -0.33, -0.83], [1.53, -1.26, 1.31], [2.33, 2.01, 1.47], [-1.62, -1.23, -0.98], [0.12, -2.41, -2.30], [0.55, -0.09, 5.23], [1.25, 2.88, -1.45], [-2.30, -0.31, -2.20], [0.70, -0.37, -1.32], [-2.72, 0.84, -2.59], [-0.20, -1.96, 2.45], [-0.21, -2.91, -0.27], [1.27, 2.86, 0.00], [-1.15, -1.51, -0.95], [2.46, 2.72, 1.04], [1.07, -1.06, 0.55], [-1.25, -0.53, -0.45], [1.01, 1.13, -0.78], [-1.41, -0.38, -0.13], [0.67, -0.95, 0.82], [-1.27, 0.29, -1.13], [0.75, 1.19, 0.20], [0.49, 1.34, 0.86], [-1.30, 0.79, -0.80], [-0.09, -1.42, 0.30], [0.68, 1.09, 0.58], [-1.51, 0.76, 0.38], [-1.17, 0.40, 1.06], [-0.36, -1.38, -0.17], [-0.71, -0.30, -0.19], [-0.05, -0.41, -0.76], [0.16, -0.42, 0.59], [-0.29, -0.74, -0.01], [1.39, -1.19, 0.02], [0.50, 1.63, 0.79], [1.13, 1.05, 0.55], [-0.12, 0.63, -0.12]],
  "lowdin_charge": [-0.145, -0.354, 1.033, -0.374, -0.155, -0.169, -0.138, -0.070, -0.427, 0.105, 0.059, -0.258, -0.106, 0.337, -0.199, -0.273, 0.357, -0.192, -0.253, -0.054, -0.003, 0.069, 0.115, 0.083, 0.083, 0.035, 0.083, 0.066, 0.097, 0.090, 0.078, 0.090, 0.059, 0.132, 0.118, 0.147, 0.095, 0.082, 0.054, 0.068, 0.029, 0.132, 0.131, 0.186, 0.159],
  "total_energy_ev": -57816.239,
  "spin_multiplicity": 1,
  "homo_lumo_gap_ha": 0.2624,
  "smiles": "CCP(CC)N(CCC(N)=O)C1=[N+](P(O)(O)=S)C[C@@H](ON=O)N1",
  "de_lowest_kcal_mol": 0.0,
  "charge": 1,
  "homo_energy_ha": -0.4291,
  "max_force_ev_per_a": 5.3
}

***

[3]
{
  "formula": "C10H23AsOS4Tl",
  "method": "the ωB97M-V functional and the def2-TZVPD basis",
  "symbols": ["Tl", "S", "C", "S", "S", "C", "As", "C", "C", "H", "H", "H", "H", "H", "H", "H", "H", "H", "C", "C", "C", "S", "O", "C", "C", "C", "H", "H", "H", "H", "H", "H", "H", "H", "H", "H", "H", "H", "H", "H"],
  "positions_angstrom": [[-3.505025, 1.275419, -2.328442], [-0.762414, 4.294015, 0.093864], [-1.807045, 3.464173, -0.928566], [-3.456391, 3.233456, -0.483380], [-1.323925, 2.873440, -2.431265], [1.790218, -2.894194, -3.845382], [0.706823, -2.241042, -2.353238], [0.776030, -0.269375, -2.757691], [-1.081202, -2.443194, -3.048040], [1.542798, -2.418449, -4.803042], [1.595286, -4.023445, -3.914996], [2.777007, -2.736428, -3.473391], [0.567082, -0.081363, -3.804578], [1.771388, 0.125621, -2.459262], [-0.025798, 0.200314, -2.198102], [-1.195188, -2.200582, -4.078739], [-1.587250, -1.679566, -2.447892], [-1.515553, -3.429226, -2.792406], [1.848634, -1.499329, 2.721104], [1.796061, -0.206218, 1.874103], [0.873907, -0.170160, 0.683815], [-0.813053, -0.745940, 0.961477], [-1.668690, -0.399243, -0.242475], [-1.234903, 0.325379, 2.372017], [-0.882728, 1.796024, 2.158212], [-0.730900, 2.503457, 3.518900], [2.867804, -1.657570, 3.180635], [1.604713, -2.387555, 2.234571], [1.190799, -1.559912, 3.630719], [2.828642, 0.019722, 1.553804], [1.512611, 0.553271, 2.554855], [1.250684, -0.849531, -0.082558], [0.802644, 0.830301, 0.214941], [-0.722484, -0.115594, 3.273277], [-2.259781, 0.266259, 2.487305], [-1.656597, 2.303816, 1.558244], [0.045061, 1.933641, 1.617570], [-1.423282, 2.128849, 4.252180], [-0.779619, 3.622382, 3.590797], [0.283635, 2.258377, 3.941056]],
  "forces_ev_per_angstrom": [[0.00, -0.17, 0.04], [0.03, 0.12, -0.27], [0.09, 0.84, 0.97], [-0.55, -0.10, 0.41], [0.65, -0.49, -1.17], [-1.32, -1.72, -0.06], [0.07, 0.86, -0.16], [0.64, -0.82, 0.41], [-0.58, -0.40, 1.33], [0.34, -0.05, 0.30], [0.40, 1.56, -0.01], [0.99, 0.09, -0.40], [0.20, -0.05, -0.28], [-0.73, -0.05, -0.25], [0.09, 0.16, 0.31], [0.01, 0.07, -0.87], [-0.37, -0.21, -0.14], [0.22, 0.51, -0.29], [0.90, 0.55, 2.20], [0.57, -0.85, 0.64], [-0.02, 0.22, -1.06], [-0.70, -0.58, -0.05], [0.81, 0.13, 0.78], [2.64, 0.52, -0.14], [-0.48, 0.95, 0.52], [1.47, 0.47, 0.59], [-0.83, 0.29, -0.67], [-0.24, -1.44, -1.39], [0.21, 0.70, -0.86], [-0.51, -0.02, -0.10], [-0.13, 1.11, 0.62], [-0.13, -0.03, -0.01], [0.10, -0.41, 0.26], [-0.41, 0.28, -0.86], [-2.22, -0.53, 0.32], [0.26, -0.41, 0.23], [-0.02, 0.01, -0.10], [-0.58, -0.22, 0.29], [-0.15, -0.98, -0.79], [-0.73, 0.08, -0.28]],
  "lowdin_charge": [0.329, 0.388, -1.922, 0.232, 0.261, -0.385, 1.044, -0.319, -0.357, 0.018, 0.035, -0.022, 0.021, 0.033, -0.042, 0.013, -0.022, 0.026, -0.113, -0.273, -0.386, 0.897, -0.613, -0.330, -0.339, -0.111, 0.081, 0.035, 0.075, 0.119, 0.068, 0.010, 0.105, 0.097, 0.062, 0.034, 0.051, 0.050, 0.080, 0.072],
  "total_energy_ev": -121664.523,
  "spin_multiplicity": 1,
  "homo_lumo_gap_ha": 0.2276,
  "de_lowest_kcal_mol": 10.6,
  "charge": -1,
  "homo_energy_ha": -0.1324,
  "max_force_ev_per_a": 2.7
}

***

[4]
{
  "formula": "C10H23BO",
  "method": "the ωB97M-V functional and the def2-TZVPD basis",
  "symbols": ["B", "C", "C", "C", "C", "C", "C", "C", "C", "C", "C", "O", "H", "H", "H", "H", "H", "H", "H", "H", "H", "H", "H", "H", "H", "H", "H", "H", "H", "H", "H", "H", "H", "H", "H"],
  "positions_angstrom": [[-1.054436, -0.414847, -0.359860], [-1.944327, 1.535323, 2.312182], [-2.446839, 1.261379, -1.498265], [2.321352, -1.919047, 0.731968], [4.041467, 0.841931, -0.104484], [2.312198, -0.449448, -1.752304], [-2.924654, -2.396552, -0.226972], [-2.573383, 1.323015, 0.921100], [-1.539461, 1.110862, -0.289043], [1.995390, -0.448153, 0.681851], [2.626747, 0.334960, -0.452405], [-1.599382, -1.586477, -0.273197], [-2.580701, 1.850498, 3.167049], [-1.264934, 2.262057, 2.277390], [-1.432826, 0.625847, 2.600639], [-3.099848, 2.131934, -1.448089], [-3.067094, 0.372048, -1.786656], [-1.816767, 1.465346, -2.365896], [3.321732, -2.162894, 0.971128], [2.079029, -2.501926, -0.251977], [1.693766, -2.406493, 1.538697], [4.750118, 0.147377, 0.183402], [4.455861, 1.503261, -0.815471], [3.888151, 1.496877, 0.761353], [1.390542, -0.896784, -1.713048], [3.105536, -1.215221, -1.762927], [2.411948, 0.240859, -2.533269], [-3.794992, -1.918145, -0.788928], [-2.924421, -2.723690, 0.825271], [-2.781530, -3.211513, -0.964048], [-3.192998, 0.513219, 0.961138], [-3.090275, 2.212625, 0.719380], [-0.755749, 2.005959, -0.424583], [1.433671, -0.213837, 1.566822], [2.057093, 1.229649, -0.407951]],
  "forces_ev_per_angstrom": [[1.31, 1.71, 0.54], [-2.23, -2.75, 0.33], [-0.14, -0.24, -1.93], [-2.63, -1.38, -0.70], [-2.02, 1.04, 0.56], [3.92, 0.70, 1.79], [1.01, 0.87, -1.74], [3.68, 1.54, 0.81], [-0.80, 0.97, 0.63], [0.59, -2.26, -0.46], [-1.43, -0.30, 1.49], [-1.86, -1.95, -0.34], [-0.32, -0.51, -0.81], [3.06, 2.97, -0.39], [0.20, -0.25, 0.31], [-0.16, -0.02, 0.27], [0.42, 0.64, 0.55], [-0.05, -0.20, -0.27], [1.46, -0.09, 0.21], [0.37, 1.03, 1.64], [0.63, 0.40, -0.89], [1.37, -1.81, 0.36], [0.44, 0.51, -1.31], [0.09, -0.18, 0.10], [-2.24, -0.88, 0.08], [-0.37, 0.08, -0.73], [0.16, 0.63, -1.60], [0.89, 0.28, 1.86], [-0.86, 0.22, -0.77], [0.64, 0.01, 0.97], [-1.95, -2.11, -0.15], [-1.13, 1.10, -0.61], [-1.39, -2.28, 0.91], [0.04, 1.38, -0.06], [-0.71, 1.13, -0.66]],
  "lowdin_charge": [-0.248, -0.083, -0.133, -0.144, -0.057, -0.063, 0.024, -0.206, -0.274, -0.129, -0.421, 0.001, 0.086, 0.016, 0.070, 0.077, 0.089, 0.075, 0.043, 0.097, 0.080, 0.044, 0.057, 0.083, 0.015, 0.087, 0.058, 0.098, 0.093, 0.078, 0.070, 0.082, 0.165, 0.071, 0.096],
  "total_energy_ev": -13461.352,
  "spin_multiplicity": 1,
  "homo_lumo_gap_ha": [0.2755, 0.2361],
  "homo_energy_ha": [-0.2522, -0.2117],
  "max_force_ev_per_a": 4.4
}